C3H3ClO2S | ωB97M-V with the def2-TZVPD basis set

The geometry in XYZ format:
```
10
Properties=species:S:1:pos:R:3:lowdin_charge:R:1
C -2.39 1.47 0.10 0.042
C -1.47 0.69 0.05 -0.157
S -0.15 -0.67 0.09 0.638
O -0.48 -1.62 -0.95 -0.345
O -0.20 -1.17 1.46 -0.357
C 1.72 -0.28 -0.35 -0.620
Cl 2.59 0.10 1.09 0.617
H -3.30 2.15 0.24 0.082
H 1.73 0.58 -0.99 0.047
H 1.96 -1.26 -0.74 0.054
```

Output
* HOMO energy: -0.4037 hartree
* SMILES string: C#CS(=O)(=O)CCl
* LUMO: -0.04 eV
* ΔE to the lowest compared entry with this formula, charge and spin: 87.1 kcal per mole

---

C3H3CoLi2O3 | ωB97M-V with the def2-TZVPD basis set

The geometry in XYZ format:
```
12
Properties=species:S:1:pos:R:3:mulliken_spin:R:1
O -1.28 0.14 1.10 0.022
Li -2.78 0.15 2.01 -0.001
C -0.04 -0.04 1.37 0.032
O 0.71 -0.76 0.44 0.004
C 1.73 0.08 -0.22 0.048
H 1.20 0.71 -0.95 -0.002
H 2.35 -0.62 -0.80 -0.009
Co 2.48 0.88 1.53 2.702
C 0.54 0.05 2.70 0.079
O 1.86 -0.28 2.90 0.121
Li 1.57 -1.91 2.01 0.000
H 0.06 0.67 3.47 0.003
```

Output
* HOMO energy (alpha / beta): -0.4053 / -0.4148 hartree
* multiplicity: 4
* charge: +1
* LUMO (alpha / beta): -3.69 / -4.28 eV
* <S²>: 3.77

---

C3H3CrLiO2 | ωB97M-V with the def2-TZVPD basis set

The geometry in XYZ format:
```
10
Properties=species:S:1:pos:R:3:mulliken_spin:R:1
H -2.46 1.45 -0.31 -0.034
O 1.28 -0.16 0.08 0.004
C 0.50 -1.21 0.24 -0.057
C -0.83 -1.35 0.05 0.038
C -1.50 0.93 -0.19 -0.191
O -1.75 -0.31 -0.05 0.042
Cr 0.52 1.58 -0.06 4.196
Li 3.11 -0.58 -0.06 0.001
H -1.28 -2.31 -0.13 0.003
H 1.00 -2.19 0.30 -0.001
```

Output
* HOMO energy (alpha / beta): -0.6525 / -0.6570 hartree
* multiplicity: 5
* charge: +2
* LUMO (alpha / beta): -9.86 / -9.67 eV
* ΔE to the lowest compared entry with this formula, charge and spin: 0.0 kcal per mole
* <S²>: 6.03

---

C3H3F2I3 | ωB97M-V with the def2-TZVPD basis set

The geometry in XYZ format:
```
11
Properties=species:S:1:pos:R:3:lowdin_charge:R:1
C 0.59 1.80 -0.02 -0.564
C 0.03 -0.67 0.79 -0.695
C -0.82 -1.06 -0.33 -1.073
F -1.30 -2.41 -0.33 -0.088
F -0.31 -0.96 -1.54 -0.038
I 2.46 1.46 -0.83 0.758
I 1.89 -1.53 0.72 0.875
I -2.68 0.11 -0.46 0.825
H 0.49 1.88 1.04 -0.029
H -0.05 2.05 -0.90 -0.024
H -0.30 -0.67 1.86 0.053
```

Output
* HOMO energy (alpha / beta): -0.3196 / -0.3243 hartree
* LUMO (alpha / beta): -1.48 / -0.91 eV
* ΔE to the lowest compared entry with this formula, charge and spin: 78.9 kcal per mole

---

C3H3F2N | ωB97M-V with the def2-TZVPD basis set

The geometry in XYZ format:
```
9
Properties=species:S:1:pos:R:3:lowdin_charge:R:1
C -0.85 0.77 1.01 0.072
C -1.00 -0.09 0.02 -0.408
F -0.39 -1.31 -0.02 0.033
F -1.73 0.09 -1.15 0.056
H -0.16 0.49 1.87 0.106
H -1.30 1.73 0.86 0.064
C 1.86 -0.43 -0.94 -0.098
N 2.07 -0.18 0.15 0.076
H 1.52 -1.06 -1.80 0.100
```

Output
* HOMO energy: -0.3770 hartree
* SMILES string: C=C(F)F.C#N
* LUMO: 1.00 eV
* ΔE to the lowest compared entry with this formula, charge and spin: 41.4 kcal per mole

---

C3H3F3INO | ωB97M-V with the def2-TZVPD basis set

The geometry in XYZ format:
```
12
Properties=species:S:1:pos:R:3:lowdin_charge:R:1
C 2.25 -1.30 -0.77 -0.386
C -1.19 0.42 1.22 -0.428
C -1.19 1.36 0.14 -0.849
N 3.22 -0.89 -0.27 0.250
O 1.21 -1.80 -0.98 0.081
F -0.97 2.62 0.60 0.083
F -2.31 1.67 -0.59 0.028
F -0.31 0.96 -0.80 0.058
I -2.05 -1.37 0.41 1.270
H -1.82 0.51 2.10 -0.010
H -0.74 -1.89 -0.49 -0.149
H 3.89 -0.29 -0.56 0.054
```

Output
* HOMO energy: -0.3043 hartree
* LUMO: 0.09 eV
* ΔE to the lowest compared entry with this formula, charge and spin: 96.5 kcal per mole

---

C3H3F3N2O2 | ωB97M-V with the def2-TZVPD basis set

The geometry in XYZ format:
```
13
Properties=species:S:1:pos:R:3:lowdin_charge:R:1
C -2.85 0.12 -0.12 0.072
C -1.54 0.03 -0.20 -0.125
C 2.17 -0.78 0.10 -0.683
N -0.74 1.08 0.28 0.161
N 0.42 1.29 0.25 -0.152
O 1.27 2.04 0.43 0.223
O 1.06 -0.27 -0.32 0.003
F 2.14 -1.61 1.20 0.092
F 3.16 0.15 0.42 0.082
F 2.66 -1.61 -0.92 0.071
H -3.45 -0.72 -0.36 0.062
H -3.46 0.96 -0.04 0.053
H -0.84 -0.69 -0.72 0.140
```

Output
* HOMO energy: -0.3960 hartree
* LUMO: -0.82 eV
* ΔE to the lowest compared entry with this formula, charge and spin: 22.2 kcal per mole

---

C3H3F3O | ωB97M-V with the def2-TZVPD basis set

The geometry in XYZ format:
```
10
Properties=species:S:1:pos:R:3:lowdin_charge:R:1
C 1.29 0.00 0.06 0.020
C -0.08 0.53 0.08 -0.325
F -0.32 1.62 0.97 0.045
O -0.86 0.55 -1.10 0.188
C -1.34 -0.32 -0.20 -0.459
F -2.53 -0.06 0.38 0.146
F -1.28 -1.68 -0.49 0.099
H 1.63 -0.44 1.10 0.147
H 2.02 0.65 -0.26 0.060
H 1.47 -0.85 -0.54 0.081
```

Output
* HOMO energy: -0.4111 hartree
* SMILES string: C[C@@]1(F)OC1(F)F
* LUMO: 0.77 eV
* ΔE to the lowest compared entry with this formula, charge and spin: 32.6 kcal per mole

---

C3H3F3O3S | ωB97M-V with the def2-TZVPD basis set

The geometry in XYZ format:
```
13
Properties=species:S:1:pos:R:3:lowdin_charge:R:1
C 1.23 0.13 -0.28 -0.294
C -1.16 -0.23 1.24 -0.274
C -0.40 -0.25 -0.12 -0.349
O 1.81 -0.71 -3.03 -0.572
O -1.56 1.01 1.67 0.093
O 1.98 0.47 0.59 0.057
F -0.24 -0.75 2.22 -0.014
F -1.10 0.48 -0.98 0.131
F -0.34 -1.57 -0.63 0.053
S 2.28 0.25 -2.06 0.942
H 1.55 1.35 -2.12 -0.050
H -1.82 -1.07 1.16 0.156
H -2.24 0.90 2.34 0.123
```

Output
* HOMO energy: -0.3469 hartree
* LUMO: 0.04 eV
* ΔE to the lowest compared entry with this formula, charge and spin: 31.5 kcal per mole

---

C3H3FK | ωB97M-V with the def2-TZVPD basis set

The geometry in XYZ format:
```
8
Properties=species:S:1:pos:R:3:mulliken_spin:R:1
C -0.06 1.09 -0.73 -0.117
F 1.20 -0.94 -1.40 0.174
H -0.22 2.10 0.66 0.426
C -0.05 -0.90 0.17 0.516
C 0.60 0.36 0.23 0.057
H -1.26 0.33 -0.44 -0.030
H 1.61 0.79 0.28 -0.033
K -1.81 -2.83 1.23 0.006
```

Output
* HOMO energy (alpha / beta): -0.2302 / -0.3003 hartree
* multiplicity: 2
* LUMO (alpha / beta): -1.37 / -1.41 eV
* <S²>: 0.80

---

C3H3FKO2 | ωB97M-V with the def2-TZVPD basis set

The geometry in XYZ format:
```
10
Properties=species:S:1:pos:R:3:mulliken_spin:R:1
H -3.59 4.29 0.12 0.000
O -2.44 0.95 0.21 0.000
C -3.26 3.27 0.13 0.000
C -2.93 2.09 0.25 0.000
K -0.94 -1.41 0.28 0.002
C 2.91 -1.46 -0.27 0.812
O 1.79 -2.05 0.21 0.085
F 3.74 -2.33 -0.86 0.053
H 2.72 -0.56 -0.86 0.053
H 2.01 -2.80 0.79 -0.005
```

Output
* HOMO energy (alpha / beta): -0.2162 / -0.2162 hartree
* multiplicity: 2
* LUMO (alpha / beta): -1.16 / -1.20 eV
* ΔE to the lowest compared entry with this formula, charge and spin: 60.5 kcal per mole
* <S²>: 0.75

---

C3H3FLuO | ωB97M-V with the def2-TZVPD basis set

The geometry in XYZ format:
```
9
Properties=species:S:1:pos:R:3:lowdin_charge:R:1
H -0.87 2.45 -0.76 0.100
H -2.49 1.94 -0.07 0.148
O 0.31 0.31 2.95 0.277
C -1.57 1.63 -0.58 0.164
C -1.08 0.41 -0.23 -0.264
C 0.42 0.43 1.84 -0.013
H -2.09 0.06 -0.88 0.256
F -0.11 -0.26 -1.00 -0.146
Lu 2.01 0.70 -0.37 2.478
```

Output
* HOMO energy (alpha / beta): -0.8556 / -0.8556 hartree
* charge: +3
* LUMO (alpha / beta): -17.96 / -17.96 eV

---

Number 1: F_max 2.65 eV Å⁻¹. Number 2: F_max 2.54 eV Å⁻¹. Number 3: F_max 2.75 eV Å⁻¹. Number 4: F_max 3.13 eV Å⁻¹. Number 5: F_max 3.35 eV Å⁻¹. Number 6: F_max 3.55 eV Å⁻¹. Number 7: F_max 2.43 eV Å⁻¹. Number 8: F_max 3.96 eV Å⁻¹. Number 9: F_max 3.24 eV Å⁻¹. Number 10: F_max 6.00 eV Å⁻¹. Number 11: F_max 1.51 eV Å⁻¹. Number 12: F_max 7.62 eV Å⁻¹.